# 1
{"formula": "C19H30AuFN3OP", "method": "ωB97M-V/def2-TZVPD", "homo_ha": -0.2787, "homo_lumo_gap_ev": 7.6, "total_charge": 0, "symbols": ["Au", "F", "C", "C", "C", "C", "C", "C", "C", "H", "H", "H", "H", "H", "H", "O", "P", "N", "C", "C", "C", "C", "N", "C", "C", "C", "C", "N", "C", "C", "C", "C", "H", "H", "H", "H", "H", "H", "H", "H", "H", "H", "H", "H", "H", "H", "H", "H", "H", "H", "H", "H", "H", "H", "H", "H"], "positions_angstrom": [[2.30753, -2.09821, 0.88451], [5.28550, 1.63326, 5.84729], [4.44854, 0.91951, 5.05119], [4.26610, 1.31243, 3.73799], [3.37758, 0.60993, 2.95054], [2.66348, -0.47973, 3.45172], [1.63964, -1.16290, 2.63004], [2.91013, -0.87242, 4.76691], [3.79389, -0.17820, 5.57208], [4.82160, 2.15023, 3.34541], [3.23484, 0.90591, 1.91993], [0.93954, -0.42351, 2.24557], [1.08049, -1.86650, 3.23877], [2.38646, -1.73060, 5.16539], [3.97349, -0.47634, 6.59352], [0.79113, -1.42594, -1.25588], [-0.44428, -0.63264, -1.35760], [-0.18889, 1.00019, -0.96425], [1.13860, 1.36645, -0.48440], [1.09740, 2.89270, -0.30587], [-0.24833, 3.32512, -0.89975], [-0.66872, 2.12311, -1.74721], [-1.66970, -1.19511, -0.37627], [-2.77421, -0.39093, 0.13482], [-3.23609, -1.09799, 1.41362], [-2.00048, -1.87222, 1.85206], [-1.41433, -2.31235, 0.51759], [-1.10971, -0.70499, -2.88285], [-0.29238, -0.86751, -4.07675], [-1.30911, -1.08131, -5.19634], [-2.50116, -0.25325, -4.72326], [-2.51136, -0.52307, -3.22063], [1.90890, 1.08401, -1.21256], [1.34137, 0.82358, 0.43806], [1.92406, 3.35940, -0.84042], [1.17970, 3.17370, 0.74156], [-0.16123, 4.23716, -1.48737], [-0.98099, 3.48916, -0.11018], [-0.18751, 2.17210, -2.73554], [-1.74763, 2.06483, -1.89280], [-3.58831, -0.34173, -0.59440], [-2.43057, 0.62582, 0.34645], [-4.04444, -1.79507, 1.18713], [-3.58109, -0.39348, 2.16686], [-2.23662, -2.71198, 2.50046], [-1.30778, -1.20618, 2.36481], [-1.92635, -3.21147, 0.14885], [-0.34353, -2.51658, 0.56171], [0.38365, -1.71449, -3.94874], [0.31490, 0.02769, -4.27278], [-1.58632, -2.13366, -5.25843], [-0.92938, -0.76262, -6.16416], [-3.43686, -0.53527, -5.20178], [-2.32177, 0.80654, -4.90938], [-3.07807, -1.43703, -2.99859], [-2.95132, 0.30248, -2.65663]]}

# 2
{"formula": "C19H30BMnO23", "method": "ωB97M-V/def2-TZVPD", "homo_ha": [-0.4064, -0.4064], "homo_lumo_gap_ev": [8.6, 8.6], "s_squared": 8.752, "total_charge": 1, "spin_multiplicity": 6, "symbols": ["Mn", "O", "C", "O", "B", "O", "C", "O", "O", "C", "O", "C", "O", "O", "C", "O", "C", "O", "O", "C", "H", "H", "H", "H", "H", "H", "C", "O", "C", "O", "O", "C", "H", "H", "H", "H", "H", "H", "C", "O", "C", "O", "O", "C", "H", "H", "H", "H", "H", "H", "C", "O", "C", "O", "O", "C", "H", "H", "H", "H", "H", "H", "C", "O", "C", "O", "O", "C", "H", "H", "H", "H", "H", "H"], "positions_angstrom": [[16.82017, 22.06535, 7.90671], [15.30864, 20.96472, 16.56003], [15.77164, 20.77865, 15.39191], [15.14156, 20.68028, 14.25697], [16.02382, 20.46274, 13.13306], [17.35886, 20.29596, 13.76677], [17.29989, 20.62081, 15.12305], [18.17071, 20.76683, 15.98259], [16.17860, 21.59608, 12.15431], [15.94478, 21.18481, 10.93285], [16.02757, 21.86487, 9.90022], [15.58332, 19.66669, 10.98381], [15.55536, 19.36936, 12.24402], [15.31362, 18.94004, 10.03505], [13.75705, 20.27165, 4.91253], [13.15648, 20.70203, 6.07164], [13.79819, 21.11078, 7.26210], [15.00744, 21.29622, 7.34007], [12.86162, 21.09511, 8.32132], [11.51247, 20.58344, 8.19626], [13.93920, 19.20515, 4.78027], [14.68940, 20.71992, 4.56920], [12.99977, 20.53555, 4.17430], [11.56531, 19.50106, 8.31356], [10.94727, 20.60746, 7.26455], [10.94129, 20.78671, 9.10209], [19.91482, 20.61481, 4.87706], [19.45960, 21.90401, 4.53224], [18.70160, 22.57340, 5.31894], [17.98860, 22.06158, 6.21714], [18.66829, 23.87255, 5.02707], [19.59208, 24.53702, 4.10885], [19.22655, 19.78385, 4.72252], [20.50239, 20.45375, 5.78091], [20.74820, 20.48589, 4.18644], [19.15387, 25.42129, 3.64609], [19.68704, 23.85594, 3.26315], [20.61242, 24.67538, 4.46642], [14.61653, 25.01949, 10.17501], [15.62248, 25.70670, 9.57260], [16.27199, 25.20907, 8.44397], [16.29658, 24.06463, 8.04031], [16.89513, 26.29762, 7.86075], [17.64331, 26.11125, 6.72721], [14.17911, 25.78783, 10.81253], [14.91557, 24.18931, 10.81492], [13.79639, 24.62373, 9.57597], [17.94227, 27.06054, 6.28272], [17.06759, 25.68706, 5.90458], [18.53198, 25.48206, 6.77705], [19.28784, 17.22169, 8.85638], [19.01040, 18.55449, 8.45650], [17.80844, 18.89100, 8.10481], [17.38419, 20.01745, 8.21880], [17.18857, 17.85204, 7.44778], [15.86950, 17.85406, 6.92500], [18.59814, 16.89308, 9.63383], [20.26813, 17.20040, 9.33249], [19.24789, 16.63345, 7.93961], [15.63065, 17.03365, 6.24826], [15.72206, 18.78675, 6.38053], [15.19454, 17.86841, 7.78075], [20.09510, 22.44149, 11.61720], [20.48427, 23.18573, 10.51145], [19.66830, 23.17478, 9.32614], [18.49588, 22.73526, 9.19654], [20.29165, 23.71506, 8.14503], [21.68273, 23.72090, 8.00596], [20.73998, 22.67820, 12.46349], [20.29407, 21.38281, 11.45075], [19.09040, 22.54162, 12.02786], [21.90252, 24.20307, 7.05344], [22.05528, 22.69687, 8.03204], [22.25162, 24.17963, 8.81469]]}

# 3
{"formula": "C19H30BN2OP", "method": "ωB97M-V/def2-TZVPD", "homo_ha": -0.2874, "homo_lumo_gap_ev": 7.0, "total_charge": 0, "smiles": "CCCCCCc1cnc2c(B(C)O)cc(P(C)C)c(CC)c2n1", "symbols": ["C", "C", "C", "C", "C", "C", "C", "C", "N", "C", "C", "B", "C", "O", "C", "C", "P", "C", "C", "C", "C", "C", "C", "N", "H", "H", "H", "H", "H", "H", "H", "H", "H", "H", "H", "H", "H", "H", "H", "H", "H", "H", "H", "H", "H", "H", "H", "H", "H", "H", "H", "H", "H", "H"], "positions_angstrom": [[3.54700, -1.81458, 1.19559], [5.02568, -1.25212, 0.78251], [4.74348, -0.13196, -0.37319], [4.53690, -0.91520, -1.79390], [3.06632, -0.66006, -2.43243], [2.07969, -1.93998, -2.26753], [0.57870, -1.50872, -1.84352], [-0.65489, -2.21494, -2.47027], [-2.02541, -1.94791, -2.19038], [-2.09649, -0.86494, -1.24948], [-3.55091, -0.37982, -0.83924], [-4.84778, -1.13076, -1.49870], [-5.45257, -2.55281, -1.00488], [-5.52598, -0.50733, -2.64205], [-3.79356, 0.79359, 0.13076], [-2.58063, 1.56339, 0.80784], [-2.82136, 2.96608, 2.04106], [-2.16768, 2.50141, 3.75412], [-2.05312, 4.59504, 1.45752], [-1.15062, 1.06528, 0.41373], [0.15960, 1.75786, 1.06976], [0.85008, 0.73782, 2.13790], [-0.90459, -0.12426, -0.60553], [0.46475, -0.46163, -0.88463], [3.54914, -2.96233, 1.18399], [3.24141, -1.43448, 2.24089], [2.76772, -1.42295, 0.44422], [5.69102, -2.08166, 0.35255], [5.57957, -0.81339, 1.68598], [5.68503, 0.53825, -0.41529], [3.84517, 0.52262, -0.10669], [5.27952, -0.39928, -2.51639], [4.82193, -2.01734, -1.72314], [2.66669, 0.28917, -1.94245], [3.13883, -0.42819, -3.56399], [2.43890, -2.64326, -1.42850], [2.01811, -2.43974, -3.29045], [-0.44098, -3.04382, -3.24400], [-4.70209, -3.42553, -1.04890], [-5.84451, -2.53984, 0.08286], [-6.35276, -2.89540, -1.64893], [-6.12309, 0.20844, -2.33392], [-4.84444, 1.15945, 0.40691], [-2.08210, 3.49230, 4.34818], [-1.11983, 2.03119, 3.73951], [-2.93305, 1.85010, 4.30258], [-1.67504, 4.43368, 0.37891], [-1.10043, 4.83284, 2.07538], [-2.76824, 5.47644, 1.55133], [-0.05458, 2.78910, 1.50479], [0.92802, 1.85029, 0.20849], [1.62710, 1.27138, 2.78723], [1.36741, -0.08637, 1.51619], [-0.03104, 0.31487, 2.75757]]}

# 4
{"formula": "C19H30BNO7Rb2Sn", "method": "ωB97M-V/def2-TZVPD", "homo_ha": [-0.1250, -0.1251], "homo_lumo_gap_ev": [4.1, 4.1], "s_squared": 0.753, "total_charge": -1, "spin_multiplicity": 2, "symbols": ["Rb", "Rb", "Sn", "C", "C", "C", "C", "C", "C", "N", "O", "C", "C", "C", "H", "H", "H", "H", "H", "H", "H", "H", "H", "H", "H", "H", "H", "H", "H", "H", "H", "H", "B", "H", "H", "H", "H", "C", "C", "C", "O", "C", "C", "C", "O", "O", "O", "H", "H", "O", "C", "O", "C", "C", "C", "H", "H", "H", "H", "H", "H"], "positions_angstrom": [[3.49465, -1.43138, -3.20668], [1.69650, 0.62972, 0.70627], [-1.34994, -1.41352, -2.45023], [-3.33159, 3.10586, 0.57467], [-1.92261, 2.99590, 1.32015], [-2.00774, 3.56102, 2.71388], [-2.60345, 2.61226, 3.74628], [-1.88445, 1.25827, 3.85690], [-1.94437, 0.57531, 2.45926], [-1.46518, 1.58711, 1.37503], [-1.28925, 0.94812, 0.12650], [-3.37482, -0.03260, 2.20889], [-0.94347, -0.67601, 2.66083], [-0.88639, 3.95293, 0.65344], [-3.71247, 4.08738, 0.29243], [-4.18850, 2.77154, 1.15952], [-3.30935, 2.56064, -0.36890], [-2.46901, 4.54786, 2.75223], [-0.98952, 3.69227, 3.08009], [-3.64791, 2.34013, 3.59420], [-2.74043, 3.25115, 4.61872], [-2.37729, 0.67573, 4.63525], [-0.86630, 1.40067, 4.21913], [-4.19114, 0.65043, 2.44379], [-3.57551, -0.96249, 2.74098], [-3.56561, -0.30855, 1.17180], [-1.21211, -1.29823, 3.51452], [0.10016, -0.46802, 2.89677], [-0.81772, -1.32928, 1.79740], [-1.06099, 5.00543, 0.87674], [-0.65280, 3.91230, -0.41046], [0.05312, 3.84856, 1.19612], [1.31843, -1.91960, -0.96161], [1.31530, -2.84209, -1.52129], [1.25192, -1.08600, -1.64346], [0.64482, -1.82985, -0.12349], [2.29197, -1.84265, -0.50277], [-0.78398, 0.41589, -7.05153], [0.31481, 0.89800, -7.75329], [1.74019, 0.47873, -7.45785], [2.79129, 0.68427, -8.21636], [2.01497, -0.21390, -6.38064], [0.95671, -0.65304, -5.47132], [-0.62171, -0.44609, -5.92120], [-1.53982, -1.04254, -5.31829], [1.18166, -1.28911, -4.43127], [-0.02178, 1.73795, -8.69502], [-1.77594, 0.74656, -7.32187], [3.03649, -0.41686, -6.09479], [2.88732, -1.10642, 2.75779], [3.31535, -2.23616, 2.54270], [4.52992, -2.53060, 2.83172], [4.72287, -3.97166, 2.64583], [3.36070, -4.61449, 2.38841], [2.72450, -3.40040, 1.73888], [5.06844, -4.18084, 3.65822], [5.42038, -4.06160, 1.81307], [2.87818, -4.92651, 3.31463], [3.48180, -5.44441, 1.69222], [1.65770, -3.58330, 1.86768], [2.87300, -3.37379, 0.65937]]}